Entry 1:
A structure of composition C32H88N8O8 in a non-equilibrium geometry, computed with the ωB97M-V functional and the def2-TZVPD basis.

Last column: Löwdin charge in e.
Positions of all 136 atoms, in Å:
C 1.0506 4.8130 4.6719  -0.05
C 0.0341 3.6501 4.7663  -0.42
C 0.1132 2.7608 3.4791  -0.14
O -0.6024 3.2852 2.3507  -0.20
C -0.4399 2.6018 1.1334  -0.08
N 0.4125 2.8631 5.9256  0.03
H 0.7776 5.4908 3.8631  0.08
H 2.0004 4.3915 4.3431  0.08
H 1.2443 5.3894 5.5765  0.08
H -0.9600 4.0834 4.8763  0.10
H -0.1489 1.7303 3.7187  0.12
H 1.1835 2.7321 3.2748  0.12
H 0.5536 2.1685 1.0184  0.09
H -0.5880 3.1533 0.2050  0.13
H -1.1640 1.7942 1.0255  -0.02
H -0.2379 2.2501 6.3960  0.07
H 0.3683 3.5386 6.6752  0.07
C -2.7151 2.2832 -0.3099  -0.23
C -3.6750 2.7680 -1.3185  -0.38
C -3.5238 4.1919 -1.6900  -0.18
O -4.6072 4.7329 -2.4746  -0.21
C -4.4511 6.0555 -3.0209  -0.09
N -3.4591 1.8476 -2.4390  0.07
H -2.5168 3.0567 0.4320  0.01
H -1.7628 1.9673 -0.7358  0.09
H -3.1371 1.4738 0.2859  0.09
H -4.6990 2.6359 -0.9692  0.16
H -2.5790 4.3962 -2.1936  0.14
H -3.6844 4.7940 -0.7956  0.13
H -4.0980 5.9689 -4.0485  0.08
H -3.6760 6.5885 -2.4703  0.08
H -5.4338 6.5071 -2.8849  0.09
H -3.9868 2.1265 -3.2537  0.08
H -2.4815 1.9657 -2.6635  0.07
C -1.8931 0.4572 0.1666  -0.24
C -0.6657 -0.4244 -0.0936  -0.28
C 0.2015 0.0955 -1.2933  -0.14
O 1.3159 -0.8042 -1.4121  -0.26
C 2.1560 -0.4057 -2.4992  -0.17
N 0.2029 -0.4585 1.0804  0.10
H -1.5008 1.4149 0.5087  -0.05
H -2.5323 0.1195 0.9824  0.03
H -2.4651 0.6443 -0.7422  0.10
H -1.0088 -1.4325 -0.3265  0.11
H 0.5884 1.0110 -0.8457  0.09
H -0.4075 0.1542 -2.1954  0.13
H 3.1001 -0.9503 -2.5123  0.04
H 2.2102 0.6812 -2.4386  0.11
H 1.4960 -0.4710 -3.3642  0.12
H -0.2669 -1.1584 1.6367  0.03
H 1.0779 -0.8162 0.7245  0.05
C 3.7953 -0.4809 -4.1594  -0.10
C 4.0566 -1.9238 -4.3816  -0.43
C 2.8023 -2.8203 -4.1709  -0.20
O 3.0602 -4.1965 -3.9485  -0.14
C 1.7790 -4.8531 -4.0491  -0.10
N 4.5637 -2.0161 -5.7398  0.05
H 4.7627 -0.0492 -4.4164  0.10
H 3.5341 -0.2774 -3.1209  -0.02
H 2.9702 -0.1063 -4.7651  0.11
H 4.7825 -2.2438 -3.6341  0.10
H 2.1185 -2.6659 -5.0055  0.12
H 2.3481 -2.3345 -3.3073  0.09
H 1.5591 -5.7234 -3.4307  0.10
H 1.6204 -4.9956 -5.1181  0.09
H 0.9441 -4.1987 -3.7984  0.03
H 5.4871 -1.6229 -5.6266  0.07
H 4.6831 -2.9976 -5.9459  0.07
C -0.8768 -2.5254 -4.2254  -0.04
C -1.4122 -3.4426 -3.1355  -0.43
C -0.6888 -3.3421 -1.8059  -0.16
O 0.4996 -4.2022 -1.7209  -0.19
C 1.4762 -3.6473 -0.7884  -0.10
N -2.7976 -3.0520 -2.9720  0.03
H -1.5629 -2.3969 -5.0626  0.08
H 0.0868 -2.6995 -4.7042  0.05
H -0.9248 -1.4986 -3.8630  0.07
H -1.5016 -4.4815 -3.4531  0.14
H -1.3463 -3.6082 -0.9783  0.12
H -0.4575 -2.2819 -1.7031  0.08
H 1.1295 -3.4974 0.2340  0.03
H 1.6542 -2.5993 -1.0296  0.05
H 2.4034 -4.2163 -0.7197  0.10
H -3.2710 -3.4473 -3.7718  0.08
H -3.1739 -3.4892 -2.1429  0.07
C 2.7048 1.4315 -0.1271  -0.08
C 3.4733 0.7177 0.9531  -0.40
C 3.6959 -0.7306 0.4638  -0.16
O 4.6422 -0.7280 -0.6248  -0.15
C 4.7267 -1.9793 -1.1596  -0.13
N 4.7470 1.3658 0.9789  0.04
H 2.4803 2.4870 0.0271  0.10
H 1.7866 0.8505 -0.2132  0.01
H 3.2069 1.4567 -1.0943  0.09
H 2.9944 0.6774 1.9314  0.14
H 2.6904 -1.0947 0.2528  0.08
H 4.0384 -1.3396 1.3004  0.13
H 5.4419 -2.5598 -0.5769  0.10
H 5.2138 -2.0044 -2.1343  0.08
H 3.8270 -2.5925 -1.2111  0.08
H 5.4789 0.8231 1.4147  0.07
H 5.0571 1.2783 0.0216  0.06
C 0.7636 -5.9204 3.1435  -0.05
C -0.1765 -4.7602 2.7129  -0.40
C -0.1960 -3.5433 3.5582  -0.18
O -0.9933 -2.5606 2.8434  -0.22
C -0.8606 -1.3328 3.5488  -0.11
N 0.3221 -4.3815 1.3964  0.00
H 0.4019 -6.3807 4.0629  0.07
H 1.7960 -5.5742 3.1922  0.08
H 0.9335 -6.8487 2.5981  0.07
H -1.2041 -5.0679 2.5196  0.14
H 0.8027 -3.1710 3.7866  0.14
H -0.7400 -3.7029 4.4891  0.13
H 0.0817 -1.0105 3.1058  0.08
H -0.9116 -1.4673 4.6293  0.11
H -1.6080 -0.7116 3.0553  0.04
H -0.1279 -5.0996 0.8469  0.10
H -0.1636 -3.5512 1.0884  0.05
C -2.8424 0.7276 2.3262  -0.09
C -3.1167 2.1036 2.8739  -0.34
C -3.2433 3.2791 1.8767  -0.19
O -3.5077 4.5072 2.5034  -0.12
C -2.4425 5.1369 3.1097  -0.11
N -4.3347 1.9652 3.6820  0.06
H -2.8825 -0.0589 3.0798  0.11
H -2.0459 0.8066 1.5863  0.01
H -3.6004 0.4910 1.5795  0.12
H -2.2553 2.2554 3.5243  0.12
H -4.0696 2.8842 1.2857  0.15
H -2.3257 3.3225 1.2900  0.06
H -1.5004 5.2426 2.5718  0.09
H -2.2302 4.5522 4.0048  0.07
H -2.8583 6.1283 3.2895  0.10
H -4.8965 1.1799 3.3858  0.06
H -4.9956 2.7229 3.5862  0.07

Summary:
E_HOMO: -0.297 Eh
Max |F|: 0.2051 hartree/bohr
Energy above the lowest of the compared OMol25 structures with the same formula, charge and spin: 625.24 kcal per mole
DFT total energy: -62881.654 eV
LUMO level: 0.6 eV

---

Entry 2:
A structure of composition C12H33IMgN3O3 in a non-equilibrium geometry, computed with the ωB97M-V functional and the def2-TZVPD basis.

Last column: Löwdin spin population.
Positions of all 53 atoms, in Å:
Mg 8.0631 -28.3246 1.6648  0.03
I 9.6790 -28.7532 3.6769  0.90
C 10.0370 -27.3136 -1.8517  0.00
C 9.2009 -28.1229 -0.8802  0.00
C 9.6954 -29.4923 -0.4463  0.00
O 8.8408 -29.9442 0.6413  0.03
C 9.1147 -31.3552 0.9458  0.01
N 8.9690 -27.2816 0.2879  0.00
H 11.0198 -27.0811 -1.4417  0.00
H 9.5363 -26.3920 -2.1487  0.00
H 10.2752 -27.8332 -2.7798  0.00
H 8.2226 -28.1690 -1.3587  0.00
H 10.6629 -29.2186 -0.0255  0.00
H 9.5967 -30.0496 -1.3779  0.00
H 9.0860 -31.9205 0.0143  0.00
H 8.3216 -31.6868 1.6160  0.00
H 10.0320 -31.4171 1.5313  0.01
H 8.6391 -26.4649 -0.2064  0.00
H 9.8264 -26.8578 0.6126  0.00
C 5.0908 -31.4824 1.0950  0.00
C 5.8337 -30.2201 0.5625  0.00
C 4.9006 -29.2318 -0.1817  0.00
O 5.6948 -28.1091 -0.5463  0.00
C 5.0914 -27.1954 -1.3641  0.00
N 6.4137 -29.5949 1.7783  0.00
H 4.7751 -32.1820 0.3210  0.00
H 4.1913 -31.2578 1.6681  0.00
H 5.6730 -32.1090 1.7707  0.00
H 6.6258 -30.4857 -0.1376  0.00
H 4.0551 -29.1188 0.4969  0.00
H 4.4628 -29.8234 -0.9857  0.00
H 5.9136 -26.7896 -1.9535  0.00
H 4.7136 -26.3768 -0.7515  0.00
H 4.3266 -27.6651 -1.9827  0.00
H 6.5979 -30.3952 2.3663  0.00
H 5.5697 -29.2568 2.2182  0.00
C 7.0013 -25.2084 4.0294  0.00
C 6.3763 -26.5165 3.5627  0.01
C 4.8075 -26.4754 3.5244  0.00
O 4.2263 -27.5867 2.7349  0.00
C 2.8590 -27.7063 2.7280  0.00
N 6.7769 -26.8188 2.1773  0.00
H 6.6041 -24.9441 5.0095  0.00
H 6.7169 -24.5483 3.2100  0.00
H 8.0823 -25.0783 4.0814  0.00
H 6.5242 -27.3259 4.2777  0.00
H 4.3798 -25.6032 3.0300  0.00
H 4.5044 -26.4787 4.5714  0.00
H 2.6561 -28.7772 2.7182  0.00
H 2.4715 -27.5036 1.7295  0.00
H 2.3235 -27.1449 3.4936  0.00
H 6.9602 -25.9053 1.7875  0.00
H 5.9338 -26.9780 1.6445  0.00

Summary:
E_HOMO (alpha / beta): -0.570 / -0.570 Eh
Max |F|: 0.0795 hartree/bohr
Energy above the lowest of the compared OMol25 structures with the same formula, charge and spin: 8.02 kcal per mole
Multiplicity: 2
Total charge: +2
Expectation value of S²: 0.753
DFT total energy: -37123.197 eV
LUMO level (alpha / beta): -5.2 / -10.6 eV

---

Entry 3:
A structure of composition C19H24N5NiS in a non-equilibrium geometry, computed with the ωB97M-V functional and the def2-TZVPD basis.

Last column: Löwdin spin population.
Positions of all 50 atoms, in Å:
Ni 0.6572 1.1746 0.6477  0.03
N 4.0237 3.7727 1.5584  0.03
C 2.8227 3.0972 1.3861  0.06
S 2.8921 1.3635 1.1979  0.01
N 1.7414 3.7981 1.3675  -0.01
N 0.6383 3.0121 1.1336  0.24
C -0.5457 3.5965 1.1273  0.11
C -1.6282 2.7783 0.7907  0.13
C -2.9866 3.1848 0.7782  0.03
C -3.9560 2.3146 0.3730  0.07
C -3.5893 1.0072 -0.0374  0.10
C -2.2626 0.6548 0.0268  0.02
N -1.2909 1.4789 0.4388  0.15
H 4.7698 3.2015 1.9159  0.00
H 3.9301 4.6775 1.9920  0.00
H -0.6379 4.6541 1.3377  0.01
H -3.2305 4.1907 1.0989  0.00
H -4.9965 2.6161 0.3664  0.00
H -4.3212 0.2936 -0.3903  0.01
H -1.9482 -0.3378 -0.2681  0.00
C 1.2134 1.1237 -2.1825  0.02
C 1.5642 -0.3463 -2.4067  0.01
C 2.9193 -0.7246 -1.7969  0.01
C 0.4888 -1.3000 -1.9045  0.09
C -0.1286 -2.1317 -2.8247  -0.01
C -1.0080 -3.1404 -2.4422  0.10
C -1.2009 -3.3737 -1.0860  -0.01
C -0.5945 -2.5934 -0.1141  0.09
C -0.7794 -2.9887 1.3420  0.01
C 0.5677 -3.3233 1.9951  0.00
C -1.5454 -1.9655 2.1870  0.01
C 0.1922 -1.4474 -0.4967  0.04
N 0.5981 -0.6315 0.4857  0.60
H 2.0120 1.7870 -2.5224  0.00
H 1.0396 1.3125 -1.1207  0.00
H 0.2868 1.3767 -2.7057  0.00
H 1.6411 -0.4981 -3.4877  0.00
H 2.8826 -0.6668 -0.7103  0.00
H 3.7079 -0.0497 -2.1421  0.00
H 3.1817 -1.7488 -2.0771  0.00
H 0.0943 -1.9896 -3.8785  0.00
H -1.5051 -3.7528 -3.1844  0.01
H -1.8292 -4.2031 -0.7721  0.00
H -1.3762 -3.9068 1.3275  0.00
H 1.1772 -2.4216 2.0631  0.00
H 1.1100 -4.0669 1.4058  0.00
H 0.4135 -3.7240 3.0022  0.00
H -0.9985 -1.0238 2.2257  0.00
H -1.6683 -2.3402 3.2092  0.00
H -2.5380 -1.7701 1.7712  0.00

Summary:
E_HOMO (alpha / beta): -0.086 / -0.147 Eh
Max |F|: 0.0276 hartree/bohr
Energy above the lowest of the compared OMol25 structures with the same formula, charge and spin: 7.08 kcal per mole
Multiplicity: 3
Total charge: -1
Expectation value of S²: 2.146
DFT total energy: -79422.151 eV
LUMO level (alpha / beta): 3.1 / 2.7 eV